The following is a DFT calculation (ωB97M-V/def2-TZVPD) of a 2-piece molecular cluster, C12H10F8N2O3P overall in a non-equilibrium geometry.

XYZ file:
```
36
Properties=species:S:1:pos:R:3:nbo_charge:R:1
P -6.29642 1.66913 -0.62758 2.40
F 1.51510 1.54292 0.86980 -0.29
F 0.82930 0.93178 -1.50055 -0.28
F 1.64466 -0.62740 0.66498 -0.28
F -1.35608 2.01407 -1.81403 -0.29
F -0.43777 -0.77642 -0.99996 -0.28
F -0.00506 0.33304 1.89625 -0.31
F 5.51223 -3.11586 2.91889 -0.32
F -1.02619 2.58259 0.27713 -0.28
O -6.47509 2.01626 -2.21340 -0.91
O -6.35990 3.14040 0.16030 -0.93
O -7.39452 0.86127 -0.08028 -1.01
N -4.71489 0.99768 -0.23444 -0.63
N -2.56704 0.94670 -0.20652 -0.35
C -2.95318 -0.18159 0.52809 -0.02
C -3.61483 1.68322 -0.68027 0.26
C 6.61687 -2.94797 0.84822 -0.28
C 5.58910 -1.69113 -0.92771 -0.23
C -1.24665 1.50992 -0.52832 0.78
C 6.63875 -2.46968 -0.45522 -0.18
C -0.06358 0.46127 -0.56244 0.55
C 0.77992 0.39823 0.79171 0.93
C 4.48444 -1.88021 1.20151 -0.29
C 4.51311 -1.39352 -0.09945 -0.20
C 5.53811 -2.64970 1.65997 0.40
C -4.39639 -0.15746 0.48278 0.02
H -5.62873 3.15937 0.81289 0.50
H 3.65200 -1.66655 1.86000 0.22
H 5.60873 -1.31466 -1.94374 0.22
H -5.97575 2.83324 -2.42599 0.52
H 7.47482 -2.70443 -1.10252 0.22
H 7.42989 -3.54866 1.23612 0.24
H 3.69872 -0.78389 -0.46789 0.20
H -3.65381 2.62363 -1.25885 0.29
H -5.09766 -0.89208 0.92045 0.31
H -2.26218 -0.90353 1.00010 0.30
```

Results
Net charge: +1
E_LUMO: -4.98 eV

---

The following is a DFT calculation (ωB97M-V/def2-TZVPD) of one molecule with the formula C12H10N2O3S2 in a non-equilibrium geometry.

XYZ file:
```
29
Properties=species:S:1:pos:R:3:nbo_charge:R:1
S -1.59314 -3.08579 -0.00140 0.52
S 2.48094 3.73976 1.26425 0.43
O -5.37940 -4.12633 -0.23130 -0.68
O -3.54032 -5.40345 -0.24662 -0.59
O 1.81245 0.85469 -1.36054 -0.60
N 0.65552 1.45943 0.51578 -0.44
N -0.41439 0.61936 0.46261 -0.25
C -0.28849 -0.63818 0.23318 0.25
C 4.46268 4.04549 -0.32878 -0.26
C -3.81206 -1.77470 0.01701 -0.17
C -3.31704 -3.05665 -0.06429 -0.36
C 3.90994 4.56558 0.79899 -0.38
C 0.99486 -1.38985 0.10429 -0.69
C 1.68039 1.57212 -0.38617 0.62
C -4.04597 -4.30911 -0.18849 0.76
C -2.80527 -0.81712 0.12873 -0.23
C -1.53713 -1.36216 0.13679 -0.22
C 2.61842 2.66308 -0.09308 -0.32
C 3.72719 2.95983 -0.83940 -0.19
H 5.36209 4.42456 -0.77906 0.23
H 0.84327 -2.45398 0.26186 0.22
H 0.46016 2.26257 1.10223 0.39
H 4.25361 5.38888 1.39351 0.24
H 3.98703 2.40443 -1.72195 0.25
H 1.71591 -1.00941 0.82868 0.23
H -2.96937 0.24157 0.20126 0.24
H -5.81863 -4.98681 -0.31438 0.50
H 1.42172 -1.22758 -0.88669 0.28
H -4.86498 -1.56020 -0.00700 0.24
```

Results
E_LUMO: -0.40 eV

---

The following is a DFT calculation (ωB97M-V/def2-TZVPD) of one molecule with the formula C12H10O in a non-equilibrium geometry.

XYZ file:
```
23
Properties=species:S:1:pos:R:3:nbo_charge:R:1
O 1.36418 -4.49726 0.28206 -0.65
C -1.07868 3.64720 -0.31222 -0.20
C 0.12399 3.33918 0.21280 -0.17
C 0.75729 -1.17102 -1.12863 -0.14
C 0.95106 -3.14561 0.17635 0.29
C -0.23966 0.92784 -0.09911 -0.08
C -1.47183 1.27371 -0.64881 -0.19
C -0.07974 -1.22832 1.14018 -0.18
C 1.18268 -2.44823 -0.99734 -0.30
C 0.62347 1.95265 0.26359 -0.18
C 0.14833 -0.43361 -0.02152 -0.08
C -1.89681 2.57772 -0.73759 -0.20
C 0.35842 -2.53264 1.26194 -0.29
H -2.97464 3.03975 -0.85439 0.22
H 1.50270 1.86940 0.86706 0.21
H -1.32443 4.53905 -0.37216 0.18
H -2.19283 0.40454 -0.93465 0.22
H 1.80217 -2.95205 -1.75625 0.24
H -0.54069 -0.89064 2.09191 0.22
H 1.14575 -4.79845 0.99651 0.44
H 1.01412 -0.48496 -2.14769 0.22
H 0.76755 3.99345 0.37031 0.18
H 0.05760 -2.98172 2.34765 0.22
```

Results
Energy above the lowest of the compared OMol25 structures with the same formula, charge and spin: 3.320 eV
E_LUMO: 0.93 eV

---

The following is a DFT calculation (ωB97M-V/def2-TZVPD) of a 2-piece molecular cluster, C12H11ClS overall in a non-equilibrium geometry.

XYZ file:
```
25
Properties=species:S:1:pos:R:3:nbo_charge:R:1
Cl -4.53091 0.08681 -0.09921 0.06
S -1.98566 -2.12342 -0.32483 -0.53
C 1.89553 -1.73454 0.71145 -0.17
C -2.24623 0.77998 1.39105 -0.33
C 1.04207 0.36515 0.14266 0.03
C 3.12888 -1.41859 0.08158 -0.24
C -2.82668 0.50424 0.11295 0.14
C 0.83143 -0.82464 0.75557 -0.24
C 2.15588 0.74022 -0.58370 -0.24
C -0.86054 1.19054 -1.05913 -0.10
C -2.11702 0.73084 -1.07438 -0.28
C 3.21693 -0.19878 -0.60761 -0.19
C -0.12861 1.42121 0.17931 -0.36
C -0.91400 1.13069 1.44742 -0.03
H -0.15950 -1.04115 1.17627 0.25
H 3.88741 -2.26549 -0.29528 0.23
H 1.73517 -2.68954 1.31547 0.22
H 0.32600 2.36814 0.10976 0.25
H 4.09033 -0.08889 -1.33537 0.22
H -2.60247 0.47220 -2.06715 0.25
H -2.37409 -2.58875 -1.61786 0.13
H -0.47073 1.50255 2.46442 0.24
H -2.71801 0.47875 2.30274 0.25
H -0.49708 1.50840 -2.06669 0.23
H 2.12191 1.69406 -1.05945 0.21
```

Results
Energy above the lowest of the compared OMol25 structures with the same formula, charge and spin: 3.385 eV
E_LUMO (spin up / spin down): -1.59 / -1.86 eV

---

The following is a DFT calculation (ωB97M-V/def2-TZVPD) of a 2-piece molecular cluster, C12H11IOSi overall in a non-equilibrium geometry.

XYZ file:
```
26
Properties=species:S:1:pos:R:3:nbo_charge:R:1
I 4.13612 2.08572 0.87017 -0.17
Si 2.64442 0.29223 1.67153 1.29
O 2.34352 -1.10076 -0.79757 -0.72
C -1.85094 1.19008 1.29518 -0.13
C 0.44649 0.16786 -1.62197 -0.31
C -1.55165 -1.10399 -2.22117 -0.27
C 1.12603 -1.05528 -1.20796 0.35
C -0.97066 2.28215 1.35100 -0.23
C -0.93225 -2.22906 -1.77099 -0.21
C 0.34095 -2.15849 -1.27347 -0.32
C -0.03899 -0.40224 1.56524 -0.15
C 0.33776 2.03001 1.41878 -0.14
C -0.73415 0.10583 -2.19662 -0.19
C 0.86262 0.68250 1.55449 -0.61
C -1.36926 -0.11717 1.39515 -0.23
H -2.58271 -1.07918 -2.50908 0.21
H -1.31544 1.00723 -2.55122 0.20
H 1.08217 2.86525 1.41860 0.23
H -1.44889 -3.22258 -1.79261 0.21
H 0.23825 -1.53918 1.57838 0.25
H 0.96344 1.12656 -1.59608 0.21
H -1.86805 -1.03493 1.34946 0.23
H -1.40568 3.25025 1.33119 0.22
H -2.83698 1.53409 1.26587 0.22
H 3.65663 -0.50728 2.35972 -0.13
H 0.72726 -3.06961 -0.88603 0.20
```

Results
Energy above the lowest of the compared OMol25 structures with the same formula, charge and spin: 1.342 eV
E_LUMO (spin up / spin down): -1.51 / -1.51 eV

---

The following is a DFT calculation (ωB97M-V/def2-TZVPD) of C12H11LuN5S2 as an isolated structure in a non-equilibrium geometry.

XYZ file:
```
31
Properties=species:S:1:pos:R:3:nbo_charge:R:1
Lu 0.98599 -0.13739 -1.35832 1.89
S 1.66294 -2.65178 -1.78556 -0.36
S -0.48156 1.30867 -2.92014 -0.29
N -1.10435 -0.67719 -1.27555 -0.68
N 1.09008 1.51999 0.03706 -0.64
N 1.41506 -2.39960 0.94202 -0.42
N 1.51839 -1.05469 0.62112 -0.36
N 1.60334 -4.53921 0.11156 -0.75
C 0.81657 2.85233 -0.26949 0.05
C -3.25150 -1.41033 -0.57165 -0.26
C 0.88453 3.81440 0.72834 -0.23
C -2.98983 0.65018 -1.83470 -0.26
C 1.58277 1.15939 1.21148 0.18
C -3.80763 -0.27377 -1.22830 -0.11
C 1.57910 -0.16160 1.59119 0.03
C -1.59734 0.41057 -1.95816 0.08
C 1.77481 2.18639 2.25644 -0.21
C -1.88097 -1.60587 -0.61332 0.07
C 1.52884 -3.22434 -0.11483 0.34
C 1.52187 3.50337 1.97432 -0.12
H -1.33213 -2.35819 -0.04340 0.23
H -3.93625 -1.96434 0.13920 0.25
H 1.85779 -5.20640 -0.63465 0.43
H 0.65690 4.88065 0.50395 0.25
H -4.89047 -0.05957 -1.25258 0.24
H 2.37732 1.88141 3.07166 0.23
H -3.39042 1.53678 -2.30936 0.24
H 1.63852 -4.85694 1.03685 0.41
H 1.86269 4.26516 2.66730 0.25
H 0.47777 3.08893 -1.31859 0.26
H 1.82719 -0.47703 2.59609 0.23
```

Results
Energy above the lowest of the compared OMol25 structures with the same formula, charge and spin: 0.849 eV
Net charge: +1
E_LUMO: -4.71 eV

---

The following is a DFT calculation (ωB97M-V/def2-TZVPD) of one molecule with the formula C12H11N3O4S in a non-equilibrium geometry.

XYZ file:
```
31
Properties=species:S:1:pos:R:3:nbo_charge:R:1
S -1.08107 0.15854 -0.83343 0.33
O 3.52202 -1.83529 0.34182 -0.42
O 1.26203 4.20642 -0.04819 -0.60
O 4.19685 -0.32208 -1.38195 -0.49
O -2.74044 -2.28548 -0.34447 -0.55
N -3.54935 0.88601 -0.17724 -0.23
N -2.87112 1.91582 0.25086 -0.28
N -0.69253 2.95418 -0.02555 -0.62
C 3.02101 0.09605 -0.44979 0.06
C -3.32849 -1.35367 -1.13774 -0.16
C -2.79132 -0.17478 -0.87052 -0.04
C 1.32498 1.73579 0.05095 -0.23
C 2.76392 -0.74142 0.35937 0.35
C -1.53679 1.92839 -0.26462 0.25
C 1.14811 0.61432 1.10366 -0.15
C 2.48119 1.16136 -0.70510 -0.05
C -3.32181 -2.34640 1.09394 -0.26
C 0.78290 2.90473 0.01650 0.60
C 4.37160 -1.61176 -0.57894 0.22
C 1.82198 -0.31735 1.44106 -0.25
H 4.22855 -2.37024 -1.34992 0.16
H 1.51022 -1.00974 2.40149 0.26
H 0.35870 1.25403 1.68041 0.24
H 5.33763 -1.56295 -0.22379 0.16
H -4.55917 -1.28617 -0.94109 0.19
H -2.79210 -3.22605 1.49951 0.21
H -3.04882 -1.40154 -2.16715 0.21
H -4.45584 -2.29498 0.98652 0.20
H -3.02413 -1.47599 1.60399 0.19
H -0.99673 3.86216 0.15218 0.44
H 2.65804 1.93808 -1.48277 0.27
```

Results
Energy above the lowest of the compared OMol25 structures with the same formula, charge and spin: 12.265 eV
E_LUMO: -1.35 eV